Entry 1:
DFT (ωB97M-V/def2-TZVPD) results for a 2-piece molecular cluster, CH7NS overall.

Last column: natural (NBO) charge in e.
Atoms and positions in Å:
S: 2.167 1.461 -0.703  -0.286
H: 2.432 0.441 0.064  0.139
C: -1.030 -0.419 0.884  -0.415
N: -0.519 -0.204 -0.503  -0.876
H: -0.350 -1.003 1.485  0.184
H: -1.189 0.612 1.338  0.192
H: -2.052 -0.894 0.932  0.201
H: 1.191 1.132 -1.514  0.150
H: -1.045 -0.805 -1.124  0.351
H: 0.395 -0.321 -0.859  0.360

Values from the calculation:
Gap between HOMO and LUMO (eV): 10.148
Molecular weight (g/mol): 65.1
Energy above the lowest of the compared OMol25 structures with the same formula, charge and spin (kcal/mol): 27.1
Lowest unoccupied orbital energy (eV): 0.97

=====

Entry 2:
DFT (ωB97M-V/def2-TZVPD) results for a 2-piece molecular cluster, CH7NS2 overall.

Last column: natural (NBO) charge in e.
Atoms and positions in Å:
N: 5.516 -2.716 0.759  -1.042
H: 5.872 -3.636 0.914  0.350
H: 5.237 -2.640 1.844  0.338
H: 4.558 -2.784 0.375  0.355
C: -3.708 1.846 -1.170  -0.829
S: -2.915 0.451 -0.514  0.135
S: -1.893 1.161 1.133  -0.155
H: -4.375 1.803 -2.130  0.256
H: -3.002 2.642 -1.360  0.231
H: -4.559 2.069 -0.469  0.229
H: -0.731 1.804 0.618  0.133

Values from the calculation:
Gap between HOMO and LUMO (eV): 9.475
Molecular weight (g/mol): 97.2
Energy above the lowest of the compared OMol25 structures with the same formula, charge and spin (kcal/mol): 24.3
Lowest unoccupied orbital energy (eV): 0.49

=====

Entry 3:
DFT (ωB97M-V/def2-TZVPD) results for a single CH7NSi molecule.

Last column: natural (NBO) charge in e.
Atoms and positions in Å:
C: 1.371 -0.514 -0.011  -0.364
N: 0.136 0.471 -0.728  -1.108
Si: -1.428 0.264 -0.028  1.095
H: 1.227 -0.576 1.008  0.182
H: 1.247 -1.426 -0.425  0.195
H: 2.336 -0.042 -0.027  0.199
H: 0.551 1.437 -0.662  0.387
H: -1.832 1.372 1.050  -0.186
H: -1.192 -0.913 0.821  -0.212
H: -2.417 -0.074 -0.999  -0.188

Values from the calculation:
Gap between HOMO and LUMO (eV): 10.550
Molecular weight (g/mol): 61.2
Energy above the lowest of the compared OMol25 structures with the same formula, charge and spin (kcal/mol): 40.0
Lowest unoccupied orbital energy (eV): 1.06

=====

Entry 4:
DFT (ωB97M-V/def2-TZVPD) results for a 4-piece molecular cluster, CH7O5 overall.

Last column: natural (NBO) charge in e.
Atoms and positions in Å:
O: 1.173 0.464 0.668  -0.793
C: -0.044 0.657 0.866  0.650
O: -0.994 -0.140 0.662  -0.815
H: -0.308 1.656 1.296  0.022
H: -3.193 -2.039 -0.431  0.456
H: -2.651 -0.830 0.252  0.511
O: -3.448 -1.391 0.230  -0.982
H: -0.329 -1.085 -0.721  0.503
H: 0.846 -1.686 -1.492  0.458
O: -0.107 -1.775 -1.397  -1.002
H: 2.455 1.755 -0.392  0.500
H: 3.303 2.204 0.710  0.464
O: 3.298 2.209 -0.252  -0.973

Values from the calculation:
Gap between HOMO and LUMO (eV): 9.538
Molecular weight (g/mol): 99.1
Energy above the lowest of the compared OMol25 structures with the same formula, charge and spin (kcal/mol): 4.7
Lowest unoccupied orbital energy (eV): 4.02
Total charge: -1

=====

Entry 5:
DFT (ωB97M-V/def2-TZVPD) results for a 4-piece molecular cluster, CH7O5 overall.

Last column: natural (NBO) charge in e.
Atoms and positions in Å:
O: 1.274 -0.142 -0.200  -0.816
C: 0.770 0.050 0.977  0.653
O: -0.442 -0.037 1.383  -0.818
H: 1.524 0.421 1.751  0.025
H: -3.177 1.010 1.001  0.450
H: -1.879 0.945 1.731  0.510
O: -2.869 0.923 1.907  -0.982
H: -1.590 -0.357 -0.694  0.497
H: -1.394 -1.445 -1.773  0.466
O: -1.994 -0.628 -1.511  -0.971
H: 3.031 0.261 -2.731  0.452
H: 2.725 -0.540 -1.482  0.520
O: 3.548 -0.190 -2.037  -0.985

Values from the calculation:
Gap between HOMO and LUMO (eV): 9.221
Molecular weight (g/mol): 99.1
Energy above the lowest of the compared OMol25 structures with the same formula, charge and spin (kcal/mol): 20.9
Lowest unoccupied orbital energy (eV): 3.87
Total charge: -1

=====

Entry 6:
DFT (ωB97M-V/def2-TZVPD) results for a 2-piece molecular cluster, CH7PSi overall.

Last column: natural (NBO) charge in e.
Atoms and positions in Å:
C: 0.953 -1.118 0.490  -1.080
Si: 2.036 0.175 0.042  0.970
P: -2.305 0.483 0.252  0.019
H: -1.755 0.109 -0.963  -0.006
H: -0.146 -0.775 0.375  0.229
H: 1.326 -2.107 0.549  0.232
H: 3.468 0.024 -0.142  -0.180
H: 1.812 1.576 0.168  -0.175
H: -2.603 1.770 -0.463  0.007
H: -1.110 1.088 0.618  -0.014

Values from the calculation:
Gap between HOMO and LUMO (eV): 8.913
Molecular weight (g/mol): 78.1
Energy above the lowest of the compared OMol25 structures with the same formula, charge and spin (kcal/mol): 66.8
Lowest unoccupied orbital energy (eV): 0.22